A structure of composition C46H69O35Pt at a distorted geometry, computed with ωB97M-V with the def2-TZVPD basis set.

Atoms and positions in Å:
Pt: 0.320901 0.362744 -0.860301
C: -0.978877 4.106513 -2.156334
C: -0.338988 2.708925 -1.835703
O: -0.798491 1.648488 -2.237208
O: 0.553328 2.586514 -1.001140
H: -0.645146 4.325098 -3.170702
H: -0.754393 4.976698 -1.539507
H: -2.065228 4.026634 -2.116810
C: 2.001706 -4.666363 3.038009
C: 2.210852 -4.464628 1.496640
C: 1.144396 -4.995837 0.638486
O: 0.672149 -3.904912 -0.121154
C: 1.317762 -2.814512 0.254459
O: 1.175096 -1.692404 -0.148690
O: 2.137697 -3.116153 1.159906
H: 2.788219 -4.085871 3.520215
H: 2.125100 -5.731329 3.234771
H: 1.003356 -4.349413 3.339595
H: 3.122715 -4.979010 1.193300
H: 0.378391 -5.576972 1.151910
H: 1.514043 -5.751428 -0.054721
C: 5.241499 -1.647573 4.693786
C: 4.986125 -0.369370 3.999835
C: 5.918903 -0.098989 2.792285
O: 5.028744 0.226661 1.689367
C: 3.794314 -0.045264 2.015196
O: 2.868808 0.110653 1.266366
O: 3.734242 -0.544527 3.343830
H: 6.169412 -1.749366 5.256566
H: 5.263625 -2.455837 3.962816
H: 4.453878 -1.859143 5.416967
H: 5.000844 0.506501 4.648467
H: 6.573389 -0.950885 2.607815
H: 6.510837 0.802942 2.947955
C: -0.994759 0.321149 5.910730
C: -0.027888 0.308481 4.692870
C: 0.300453 -1.090352 4.188124
O: 0.393446 -1.007533 2.769997
C: -0.171863 0.258642 2.424604
O: -0.223763 0.708032 1.299031
O: -0.560811 0.906953 3.554324
H: -2.012167 -0.064471 5.845359
H: -0.998070 1.341043 6.295313
H: -0.302711 -0.148486 6.609741
H: 0.911331 0.843825 4.832114
H: -0.325359 -1.910149 4.540827
H: 1.273256 -1.323046 4.621238
C: -3.390061 2.933512 0.127314
C: -4.174866 2.885776 1.449215
C: -3.327863 2.560547 2.666992
O: -3.885672 3.355653 3.657852
C: -4.710682 4.273154 3.169571
O: -5.245073 5.121963 3.826085
O: -4.827221 4.096099 1.778756
H: -4.032945 2.943800 -0.752855
H: -2.737796 2.068655 0.006164
H: -2.725395 3.797418 0.127174
H: -5.015041 2.194130 1.387299
H: -2.293767 2.831006 2.453414
H: -3.415754 1.517443 2.970837
C: 1.481475 -4.976778 -4.929300
C: 1.853749 -3.502207 -4.808368
C: 1.057889 -2.545487 -5.702013
O: 0.567966 -1.490679 -4.961425
C: 0.752675 -1.696699 -3.626246
O: 0.406289 -0.956910 -2.673581
O: 1.401257 -2.947361 -3.529834
H: 1.697991 -5.353951 -5.928780
H: 0.406281 -5.121217 -4.823444
H: 2.100227 -5.531926 -4.224277
H: 2.924516 -3.343643 -4.936455
H: 0.232809 -3.069351 -6.184615
H: 1.685539 -2.123966 -6.487166
C: 0.382138 2.331673 -6.254403
C: 1.865943 2.347807 -6.078312
C: 2.241673 2.257742 -4.606603
O: 2.872215 1.043675 -4.486509
C: 3.099078 0.525517 -5.699114
O: 3.819275 -0.488034 -5.887593
O: 2.393418 1.184548 -6.674665
H: 0.084859 2.169559 -7.290470
H: -0.023415 3.279764 -5.901203
H: 0.021882 1.447853 -5.727926
H: 2.390478 3.217592 -6.473853
H: 1.367582 2.244321 -3.955547
H: 2.896779 3.061641 -4.270935
C: 7.100019 0.588382 -1.046610
C: 5.921417 0.099891 -1.896074
C: 5.529741 -1.292926 -1.753913
O: 4.080832 -1.300028 -1.703546
C: 3.679280 0.002944 -1.673552
O: 2.472971 0.272090 -1.680338
O: 4.720842 0.782279 -1.671109
H: 7.616894 1.409294 -1.543651
H: 7.898241 -0.131654 -0.866324
H: 6.907253 0.797090 0.005703
H: 6.083566 0.209804 -2.968325
H: 5.851413 -1.736116 -0.811471
H: 5.934327 -1.770362 -2.646361
C: 3.321031 4.236885 2.778646
C: 2.148355 5.250575 2.744359
C: 1.065266 4.753734 1.771221
O: -0.096480 4.980567 2.450094
C: 0.060130 5.238012 3.697691
O: -0.896163 5.473813 4.446808
O: 1.391388 5.215068 3.936044
H: 3.653517 3.856297 1.812890
H: 3.070144 3.369266 3.388882
H: 4.212486 4.634362 3.263848
H: 2.436089 6.269368 2.484821
H: 1.213790 3.700343 1.533704
H: 0.950442 5.289257 0.828817
C: -6.020239 -0.381782 -0.689277
C: -5.080653 -1.467308 0.008624
C: -4.541625 -2.674103 -0.730538
O: -3.148337 -2.371770 -0.964838
C: -2.820535 -1.265941 -0.425107
O: -1.737239 -0.705866 -0.583443
O: -3.894331 -0.745142 0.212858
H: -5.591862 0.383983 -1.335965
H: -6.539215 0.124693 0.124515
H: -6.879418 -0.807267 -1.207785
H: -5.674113 -1.702057 0.892245
H: -5.310839 -2.818956 -1.489098
H: -4.535320 -3.517708 -0.040326
C: -5.403361 -1.785585 4.557186
C: -3.968455 -2.226574 4.695094
C: -3.710063 -3.692506 4.739228
O: -2.591776 -3.922361 3.877531
C: -2.421289 -2.811738 3.107433
O: -1.663020 -2.827999 2.112230
O: -3.177024 -1.847800 3.574132
H: -5.861851 -2.367224 3.757449
H: -5.561668 -0.707139 4.558380
H: -5.993423 -2.226893 5.360412
H: -3.510376 -1.731873 5.551554
H: -4.556122 -4.183240 4.258123
H: -3.544772 -4.197639 5.690864
C: -2.711743 -0.129085 -5.035690
C: -3.868909 0.360094 -4.087993
C: -3.950662 1.883142 -3.861989
O: -5.287746 2.143155 -4.280991
C: -6.000515 1.019243 -4.521675
O: -7.253233 0.908875 -4.663173
O: -5.201528 0.015131 -4.634203
H: -1.749928 0.203519 -4.645328
H: -2.743491 0.347652 -6.015395
H: -2.784582 -1.209793 -5.157621
H: -3.772950 -0.116611 -3.112467
H: -3.291820 2.534271 -4.436497
H: -3.861493 2.094656 -2.796433

Atoms 1-2, force components in eV/Å:
0.0 0.9 0.7
0.4 -1.2 -0.6

The calculation puts the energy above the lowest of the compared OMol25 structures with the same formula, charge and spin at 27.1 kcal/mol. The multiplicity is 3. For the max |F|, the calculation gives 6.740 eV/Å. As for the expectation value of S²: 2.0039. As for the net charge: +1. The gap between HOMO and LUMO (spin up / spin down) is 0.3321 / 0.2990 Ha.

---

A structure of composition C46H70N5O2ReSi2Te at a distorted geometry, computed with ωB97M-V with the def2-TZVPD basis set.

Atoms and positions in Å:
Re: 0.373237 -0.557818 0.663461
C: 3.333601 4.664341 -1.519067
C: 2.013214 4.122238 -2.086595
C: 1.264330 3.291453 -1.096129
C: 0.272684 3.671008 -0.251837
C: -0.343519 5.024426 -0.082977
C: 0.302639 5.826171 1.054854
C: -0.070819 2.511417 0.534129
N: 0.667949 1.417654 0.130650
C: 1.532820 1.898884 -0.828593
C: 2.541865 1.171556 -1.392859
C: 2.885265 -0.126760 -1.072331
C: 3.951753 -0.859372 -1.700472
C: 4.895778 -0.287303 -2.710672
C: 6.004429 0.551755 -2.057231
C: 3.934728 -2.114267 -1.176359
C: 2.863942 -2.150524 -0.218803
C: 2.501825 -3.267462 0.490500
C: 1.493518 -3.349363 1.433243
N: 0.640222 -2.324074 1.727923
C: -0.106060 -2.749138 2.800301
C: -1.007685 -1.953646 3.485072
C: -1.267976 -0.618309 3.258104
N: -0.696310 0.150152 2.239930
C: -1.235401 1.419233 2.387119
C: -0.962315 2.497199 1.570829
C: -2.161406 1.438747 3.475575
C: -2.183170 0.181763 4.012638
C: -2.979284 -0.305250 5.183751
C: -2.172483 -0.268674 6.490616
C: -2.903080 2.655206 3.937773
C: -2.018565 3.585354 4.781088
C: 0.232147 -4.109306 3.132020
C: 1.224074 -4.485006 2.275715
C: 1.971990 -5.781663 2.223882
C: 3.303042 -5.721703 2.987746
C: -0.364201 -4.886626 4.264851
C: 0.286430 -4.543078 5.613303
N: 2.236158 -0.915263 -0.161299
C: 4.852249 -3.258111 -1.475426
C: 5.979917 -3.382255 -0.441500
H: 3.891525 5.200120 -2.287305
H: 3.147647 5.351717 -0.693038
H: 3.961812 3.854752 -1.141743
H: 1.384655 4.955679 -2.401643
H: 2.214957 3.527417 -2.980005
H: -0.248174 5.577820 -1.017658
H: -1.413653 4.916027 0.110328
H: 1.371680 5.952379 0.880510
H: -0.149248 6.815156 1.134956
H: 0.180581 5.317568 2.013799
H: 3.152285 1.668365 -2.135491
H: 5.344288 -1.100711 -3.280232
H: 4.341570 0.325839 -3.424403
H: 6.613325 -0.064501 -1.393951
H: 6.658536 0.985874 -2.814205
H: 5.583153 1.363948 -1.460860
H: 3.091190 -4.159743 0.323616
H: -1.529669 -2.413893 4.314869
H: -1.469225 3.425891 1.799937
H: -3.870994 0.312563 5.290297
H: -3.325235 -1.323393 4.995913
H: -1.883302 0.754034 6.737118
H: -2.760071 -0.665964 7.319030
H: -1.258367 -0.860636 6.403909
H: -3.290242 3.198184 3.072383
H: -3.767263 2.345835 4.525829
H: -1.143283 3.913821 4.216263
H: -2.574538 4.469498 5.094623
H: -1.660123 3.072279 5.675024
H: 1.348048 -6.571221 2.643498
H: 2.159406 -6.051953 1.182600
H: 3.131497 -5.539876 4.049563
H: 3.850508 -6.659397 2.887211
H: 3.935465 -4.914376 2.611482
H: -1.438154 -4.693744 4.318596
H: -0.248451 -5.952598 4.067626
H: 0.161347 -3.484447 5.851400
H: -0.158655 -5.128610 6.418381
H: 1.356542 -4.752251 5.588486
H: 4.281728 -4.187988 -1.511640
H: 5.282708 -3.119152 -2.467020
H: 5.578109 -3.525387 0.563954
H: 6.626590 -4.228817 -0.674642
H: 6.592696 -2.479935 -0.428710
N: -1.670976 -1.589029 0.457961
C: -1.539487 -2.763816 -0.418721
C: -0.497520 -2.430722 -1.477599
O: -0.291833 -3.135444 -2.429466
O: 0.031456 -1.230039 -1.298388
H: -2.226997 -1.818301 1.277041
H: -2.119820 -0.801381 -0.037951
H: -2.456326 -3.064662 -0.919561
H: -1.203711 -3.604470 0.180986
C: -1.392545 -1.181454 -6.725012
Si: -0.830363 -0.087547 -5.324741
C: -0.841964 1.702916 -5.862798
C: 0.865143 -0.560501 -4.720517
C: -2.083508 -0.286754 -3.917811
Te: -1.628664 0.997311 -2.260022
C: -3.026435 2.534767 -2.820212
Si: -4.710406 2.307441 -2.029672
C: -4.501609 2.426270 -0.170050
C: -5.858465 3.657233 -2.611113
C: -5.433657 0.648483 -2.481658
H: -0.735674 -1.077054 -7.595395
H: -2.407561 -0.925711 -7.040777
H: -1.382136 -2.233849 -6.425815
H: -0.076661 1.885810 -6.624225
H: -0.640488 2.366281 -5.017802
H: -1.807386 1.982774 -6.296284
H: 1.588869 -0.561959 -5.542376
H: 0.849911 -1.558200 -4.270438
H: 1.206714 0.143423 -3.954502
H: -2.064311 -1.319158 -3.559144
H: -3.093215 -0.048167 -4.256579
H: -3.080136 2.550282 -3.912309
H: -2.598140 3.490843 -2.499629
H: -4.264597 3.455959 0.125189
H: -3.692147 1.777662 0.179225
H: -5.419918 2.137852 0.351514
H: -5.473777 4.651566 -2.365698
H: -6.843161 3.556805 -2.141992
H: -6.003071 3.609609 -3.694340
H: -4.741069 -0.171690 -2.272428
H: -5.692977 0.608311 -3.544263
H: -6.352117 0.468551 -1.914209

Atoms 1-2, force components in eV/Å:
-1.7 -1.8 -1.6
-0.1 0.0 0.0

The calculation puts the energy above the lowest of the compared OMol25 structures with the same formula, charge and spin at 0.0 kcal/mol. The multiplicity is 2. For the max |F|, the calculation gives 2.950 eV/Å. As for the expectation value of S²: 0.7712. As for the net charge: +1. The gap between HOMO and LUMO (spin up / spin down) is 0.2044 / 0.1925 Ha.

---

A structure of composition C46H71N7O2ScSe, computed with ωB97M-V with the def2-TZVPD basis set.

Atoms and positions in Å:
Sc: -1.422383 0.278263 1.357656
C: -3.606287 2.564860 1.782871
C: -2.345324 2.996936 2.508676
N: -1.666088 1.840179 3.126603
C: -2.279691 1.337280 4.356639
C: -3.202588 0.175386 4.086190
C: -4.191128 -0.199556 4.982978
C: -4.988931 -1.286867 4.673387
C: -4.794369 -1.953512 3.473280
C: -3.789965 -1.519089 2.627029
C: -3.506458 -2.181265 1.304752
N: -2.997087 -1.228040 0.316659
C: -4.015343 -0.454865 -0.416778
C: -4.457684 0.752098 0.389653
N: -3.284927 1.555695 0.762851
N: -3.002343 -0.482848 2.943167
H: -4.092846 3.441094 1.342962
H: -4.314642 2.127670 2.492932
H: -2.583465 3.759646 3.257370
H: -1.643189 3.431100 1.793900
H: -0.703981 2.105196 3.303126
H: -2.824283 2.123563 4.889382
H: -1.484502 0.993806 5.022987
H: -4.332226 0.357269 5.899587
H: -5.769638 -1.602401 5.352778
H: -5.417149 -2.790610 3.188563
H: -4.402430 -2.700872 0.950060
H: -2.725485 -2.932651 1.457343
H: -2.443550 -1.760546 -0.347429
H: -4.880022 -1.073043 -0.680727
H: -3.548868 -0.111961 -1.343060
H: -4.962918 0.427783 1.303124
H: -5.184426 1.337257 -0.182928
H: -2.942563 2.060491 -0.093695
C: 2.307209 -4.687707 -3.196969
C: 1.050502 -5.198405 -2.477524
C: 1.351325 -6.584489 -1.907590
C: -0.094087 -5.331904 -3.491402
C: 0.654219 -4.200736 -1.391605
C: 0.340316 -2.888026 -1.737993
C: 0.002712 -1.973665 -0.760003
Se: -0.418161 -0.168776 -1.297012
C: 1.221187 0.680790 -0.775301
C: 2.320898 0.548962 -1.595588
C: 3.536577 1.121765 -1.235991
C: 3.569420 1.796858 -0.026209
C: 2.476376 1.956468 0.834721
C: 1.245823 1.408450 0.430809
O: 0.099798 1.591028 1.100878
C: 2.742219 2.758139 2.120086
C: 3.946291 2.152850 2.859974
C: 3.052486 4.214549 1.742364
C: 1.586300 2.779764 3.123088
C: 4.746621 0.979389 -2.156351
C: 4.421905 1.605015 -3.519329
C: 5.985554 1.674168 -1.592070
C: 5.068667 -0.509873 -2.343342
C: -0.047799 -2.309652 0.613446
O: -0.394534 -1.370693 1.491061
C: 0.248687 -3.632031 0.978821
C: 0.596355 -4.521325 -0.045214
C: 0.271845 -4.182891 2.414796
C: -0.646462 -5.412203 2.504587
C: -0.181462 -3.208866 3.509274
C: 1.712454 -4.603188 2.748853
H: 2.605022 -5.386640 -3.980975
H: 2.134233 -3.716391 -3.663494
H: 3.138810 -4.582501 -2.497536
H: 1.627071 -7.257590 -2.720525
H: 2.184235 -6.561992 -1.201998
H: 0.481902 -7.013202 -1.404708
H: 0.179786 -6.034716 -4.280514
H: -1.000429 -5.700317 -3.006528
H: -0.327237 -4.375977 -3.963185
H: 0.363491 -2.559006 -2.769686
H: 2.219668 -0.013768 -2.516257
H: 4.505563 2.244132 0.274609
H: 4.859694 2.177814 2.267760
H: 4.138285 2.713771 3.777065
H: 3.751432 1.113132 3.130434
H: 3.923855 4.282778 1.090457
H: 2.205159 4.666918 1.221399
H: 3.256104 4.804379 2.638984
H: 1.297236 1.763214 3.401121
H: 1.916034 3.298635 4.025520
H: 0.725329 3.310954 2.716403
H: 4.197173 2.668612 -3.412184
H: 5.272976 1.502685 -4.195493
H: 3.562413 1.123426 -3.989030
H: 5.824944 2.746771 -1.462480
H: 6.284686 1.250101 -0.631462
H: 6.820523 1.546866 -2.282490
H: 4.228291 -1.052347 -2.779817
H: 5.926424 -0.630038 -3.008165
H: 5.308354 -0.977528 -1.386695
H: 0.842464 -5.533398 0.242786
H: -1.680735 -5.142537 2.273655
H: -0.351401 -6.209959 1.823751
H: -0.622902 -5.819140 3.517472
H: -1.205377 -2.863717 3.357005
H: -0.140773 -3.732013 4.467411
H: 0.461470 -2.333188 3.567645
H: 2.082172 -5.364198 2.060949
H: 2.384567 -3.744861 2.693626
H: 1.760899 -5.011707 3.760416
C: 1.061976 3.934764 -3.272302
C: 0.924868 4.001054 -1.766995
N: -0.377925 3.496669 -1.365057
C: -1.483596 3.432051 -2.159551
N: -2.563616 2.902806 -1.658034
C: -3.765259 2.862105 -2.478337
C: -3.480602 2.872063 -3.969367
C: -2.550031 4.028286 -4.267169
N: -1.366933 3.920880 -3.430468
C: -0.157115 4.582846 -3.894175
H: 1.128377 2.892671 -3.595893
H: 1.968117 4.450533 -3.590020
H: 1.051474 5.038113 -1.434233
H: 1.694941 3.402124 -1.282353
H: -0.451186 2.998145 -0.489612
H: -4.418985 3.708354 -2.228391
H: -4.331685 1.960488 -2.226422
H: -4.402695 2.967537 -4.543551
H: -2.992577 1.938042 -4.260189
H: -3.058891 4.986251 -4.101591
H: -2.224898 4.009192 -5.308170
H: -0.180931 5.654579 -3.657750
H: -0.130661 4.491785 -4.980820

Atoms 1-2, force components in eV/Å:
-0.2 0.0 0.0
0.0 0.0 0.0

The calculation puts the energy above the lowest of the compared OMol25 structures with the same formula, charge and spin at 0.0 kcal/mol. The multiplicity is 1. For the max |F|, the calculation gives 0.165 eV/Å. As for the net charge: +1. The gap between HOMO and LUMO is 0.2784 Ha.

---

> Among the records above, which one has the highest max |F|?

C46H69O35Pt

---

> Which formula does entry 3 have?

C46H71N7O2ScSe